Density functional theory data (wB97M-V/def2-TZVPD) for a structure of composition C40H46FeN3O6 in a non-equilibrium geometry.

Its total charge is -1. For the HOMO energy (alpha / beta), the calculation gives -4.2 / -4.6 eV. For the LUMO energy (alpha / beta), the calculation gives 1.21 / 1.20 eV. The energy relative to the best compared isomer or geometry (same formula, charge and spin) is 0.000 eV. The spin multiplicity is 5. Its HOMO-LUMO gap (alpha / beta) is 0.199 / 0.213 Ha.

Last column: Löwdin spin population.
CARTESIAN COORDINATES (ANGSTROEM)
Fe 0.27 0.43 -0.65  3.622
C 3.17 -1.43 3.44  0.000
C 1.69 -1.04 3.52  0.000
C 1.05 -1.70 4.75  0.000
C 1.52 0.48 3.55  0.004
C 2.22 1.15 4.54  0.000
C 2.21 2.53 4.62  0.004
C 1.48 3.24 3.69  0.000
C 0.73 2.61 2.70  0.003
C -0.02 3.58 1.80  0.000
C -1.46 3.18 1.50  0.000
C 0.81 3.88 0.56  0.004
C 0.74 1.20 2.61  0.003
N 0.05 0.45 1.62  0.049
C -0.79 -0.41 2.11  0.002
C -1.24 -1.68 1.64  0.004
C -1.96 -2.44 2.59  -0.001
C -2.28 -3.76 2.40  0.004
C -1.90 -4.39 1.21  -0.001
C -1.25 -3.68 0.23  0.004
C -0.91 -2.30 0.39  0.004
N -0.33 -1.62 -0.59  0.036
C -0.14 -2.22 -1.86  0.002
C 1.13 -2.78 -2.16  0.003
C 1.40 -3.25 -3.43  -0.001
C 0.45 -3.16 -4.44  0.004
C -0.81 -2.68 -4.12  -0.001
C -1.16 -2.27 -2.84  0.004
C -2.66 -1.99 -2.69  0.000
C -3.22 -1.32 -1.43  0.000
C -3.41 -3.32 -2.88  0.000
C 2.18 -2.96 -1.07  0.001
C 2.10 -4.39 -0.51  0.000
C 3.61 -2.71 -1.58  0.001
H 3.26 -2.51 3.30  0.000
H 3.72 -1.15 4.34  0.000
H 3.64 -0.93 2.58  0.000
H 1.22 -1.44 2.63  0.000
H 1.57 -1.40 5.66  0.000
H 1.09 -2.79 4.66  0.000
H 0.00 -1.41 4.85  0.000
H 2.79 0.59 5.27  0.000
H 2.77 3.04 5.40  0.000
H 1.47 4.32 3.75  0.000
H -0.09 4.52 2.36  0.000
H -1.52 2.27 0.91  0.000
H -1.96 3.98 0.93  0.000
H -2.01 3.02 2.43  0.000
H 1.78 4.29 0.84  0.000
H 0.30 4.61 -0.09  0.000
H 0.98 2.98 -0.03  0.004
H -1.14 -0.20 3.13  0.001
H -2.24 -1.96 3.52  0.000
H -2.81 -4.31 3.18  0.000
H -2.13 -5.44 1.05  0.000
H -1.00 -4.15 -0.70  0.000
H 2.36 -3.69 -3.66  0.000
H 0.68 -3.48 -5.44  0.000
H -1.56 -2.65 -4.91  0.000
H -2.92 -1.33 -3.53  0.000
H -3.25 -2.01 -0.59  0.000
H -4.25 -1.01 -1.64  0.000
H -2.66 -0.44 -1.15  0.000
H -3.13 -4.02 -2.09  0.000
H -3.19 -3.78 -3.84  0.000
H -4.49 -3.15 -2.83  0.000
H 1.97 -2.26 -0.27  0.001
H 2.20 -5.12 -1.31  0.000
H 1.15 -4.56 -0.01  0.000
H 2.90 -4.56 0.22  0.000
H 3.95 -3.51 -2.24  0.000
H 4.30 -2.67 -0.73  0.000
H 3.65 -1.76 -2.11  0.001
C 4.41 0.66 0.22  0.007
O 3.01 0.48 0.52  0.016
C 2.17 0.30 -0.52  0.066
O 2.55 0.24 -1.69  0.062
H 4.83 1.20 1.07  0.001
H 4.52 1.23 -0.70  0.002
H 4.89 -0.31 0.11  0.001
O -1.56 1.34 -1.41  0.027
C -0.94 2.26 -2.04  0.012
O 0.28 2.15 -2.26  0.039
C -1.67 3.50 -2.42  0.000
C -3.05 3.58 -2.25  0.001
C -3.71 4.76 -2.50  0.000
C -2.99 5.88 -2.92  0.001
C -1.61 5.80 -3.12  0.000
C -0.96 4.61 -2.88  0.001
N -3.66 7.13 -3.12  0.000
O -3.00 8.10 -3.45  0.000
O -4.86 7.18 -2.95  0.000
H -3.59 2.70 -1.92  0.000
H -4.78 4.86 -2.37  0.000
H -1.08 6.67 -3.46  0.000
H 0.11 4.51 -3.03  0.000